Formula: C5H10O
Source: OMol25
Level of theory: ωB97M-V with the def2-TZVPD basis set

Structure (XYZ):
```
16
C5H10O ωB97M-V with the def2-TZVPD basis set
C -2.244 -0.723 0.026
O -1.440 0.370 -0.331
C -0.111 -0.053 -0.416
C 0.695 -0.264 0.887
C 1.869 0.485 0.214
C 0.888 1.022 -0.855
H -2.071 -1.022 1.072
H -1.992 -1.582 -0.616
H -3.289 -0.436 -0.108
H -0.083 -0.975 -1.025
H 0.264 0.296 1.724
H 0.866 -1.300 1.195
H 2.610 -0.198 -0.212
H 2.385 1.230 0.825
H 0.508 2.016 -0.597
H 1.209 1.022 -1.901
```

Values from the calculation:
gap between HOMO and LUMO = 0.3969 Ha
lowest unoccupied orbital energy = 1.199 eV
charge = 0
energy relative to the best compared isomer or geometry (same formula, charge and spin) = 31.4 kcal/mol

Atomic partial charges in e from the Mulliken method, atoms 1 to 5:
1. C -0.7020
2. O -0.4108
3. C 0.2835
4. C -0.7683
5. C -0.4226



Formula: C3H4ClIN2
Source: OMol25
Level of theory: ωB97M-V with the def2-TZVPD basis set

Structure (XYZ):
```
11
C3H4ClIN2 ωB97M-V with the def2-TZVPD basis set
C -0.024 -1.218 -0.049
C 0.394 0.258 -0.573
C -0.146 1.347 0.300
N -1.212 -1.246 0.705
N -1.652 -0.323 1.304
Cl -1.164 2.355 -0.566
I 2.658 0.283 -0.522
H -0.187 -1.826 -0.949
H 0.840 -1.558 0.721
H 0.033 0.347 -1.588
H 0.459 1.582 1.216
```

Values from the calculation:
gap between HOMO and LUMO (spin up / spin down) = 0.2760 / 0.2852 Ha
lowest unoccupied orbital energy (spin up / spin down) = -0.796 / -0.371 eV
charge = 0
energy relative to the best compared isomer or geometry (same formula, charge and spin) = 43.2 kcal/mol

Atomic partial charges in e from the Mulliken method, atoms 1 to 5:
1. C -0.2484
2. C -0.7817
3. C -0.0796
4. N 0.0822
5. N -0.3202



Formula: C31H60FN4O
Source: OMol25
Level of theory: ωB97M-V with the def2-TZVPD basis set

Structure (XYZ):
```
97
C31H60FN4O ωB97M-V with the def2-TZVPD basis set
C 3.491 4.766 4.098
C 1.923 4.397 4.094
C 1.104 5.319 3.047
C -0.063 4.448 2.348
C -1.445 4.565 3.182
C -1.619 3.353 4.206
C -2.488 2.139 3.593
C -2.430 0.820 4.518
C -3.576 -0.262 4.131
C -3.332 -0.649 2.589
C -4.349 0.103 1.574
C -4.127 -0.428 0.069
C -3.048 0.455 -0.740
C -2.578 -0.329 -2.066
N -1.231 0.069 -2.560
C -0.131 -0.523 -2.102
N -0.073 -1.581 -1.133
C 1.061 -1.371 -0.134
C 0.510 -0.203 0.859
C 1.423 -0.046 2.174
O 2.299 0.827 2.314
C 2.439 -0.996 -0.826
C 2.960 -2.222 -1.748
C 2.923 -3.634 -0.989
C 4.231 -4.538 -1.300
C 3.775 -5.899 -2.036
C 2.144 0.331 -1.690
C 3.488 0.726 -2.487
C 4.759 0.976 -1.556
C 4.450 1.603 -0.119
F 5.595 -0.191 -1.405
N 1.136 -0.070 -2.718
H 4.048 4.177 3.296
H 3.899 4.461 5.113
H 3.649 5.874 3.870
H 1.534 4.637 5.150
H 1.730 3.293 3.870
H 1.822 5.609 2.202
H 0.681 6.253 3.537
H -0.208 4.865 1.298
H 0.292 3.370 2.268
H -2.322 4.593 2.455
H -1.418 5.590 3.702
H -0.623 2.910 4.535
H -2.176 3.732 5.140
H -3.567 2.424 3.377
H -2.006 1.884 2.576
H -2.553 1.154 5.600
H -1.376 0.373 4.431
H -3.294 -1.200 4.735
H -4.624 0.101 4.365
H -3.334 -1.781 2.442
H -2.293 -0.260 2.317
H -4.253 1.236 1.646
H -5.395 -0.192 1.926
H -5.157 -0.367 -0.436
H -3.850 -1.535 0.107
H -3.632 1.370 -1.115
H -2.191 0.767 -0.063
H -3.370 -0.151 -2.857
H -2.534 -1.463 -1.876
H -1.176 0.811 -3.273
H -0.903 -1.642 -0.532
H 1.105 -2.309 0.522
H -0.526 -0.517 1.260
H 0.336 0.785 0.317
H 1.172 -0.786 3.023
H 3.234 -0.848 -0.030
H 4.049 -2.052 -2.072
H 2.366 -2.320 -2.720
H 2.886 -3.469 0.140
H 1.973 -4.211 -1.285
H 4.791 -4.718 -0.329
H 4.937 -4.006 -2.024
H 3.500 -6.649 -1.232
H 2.897 -5.629 -2.723
H 4.654 -6.254 -2.684
H 1.863 1.230 -1.058
H 3.794 -0.086 -3.242
H 3.223 1.641 -3.131
H 5.410 1.747 -2.107
H 4.525 0.776 0.665
H 5.310 2.328 0.110
H 3.497 2.214 -0.057
H 0.929 0.771 -3.283
C -3.544 -1.991 -5.550
C -2.675 -3.162 -5.102
C -3.122 -4.497 -5.700
C -4.526 -4.802 -5.271
N -5.624 -5.038 -4.932
H -4.579 -2.108 -5.220
H -3.171 -1.056 -5.122
H -3.538 -1.892 -6.639
H -2.694 -3.221 -4.009
H -1.639 -2.968 -5.396
H -2.463 -5.301 -5.363
H -3.081 -4.462 -6.792
```

Values from the calculation:
gap between HOMO and LUMO = 0.3391 Ha
lowest unoccupied orbital energy = -3.074 eV
charge = +1

Atomic partial charges in e from the Mulliken method, atoms 1 to 5:
1. C -1.0833
2. C 0.0973
3. C -0.8131
4. C -0.0055
5. C -0.8355



Formula: C48H54AsBr2CuN5P
Source: OMol25
Level of theory: ωB97M-V with the def2-TZVPD basis set

Structure (XYZ):
```
112
C48H54AsBr2CuN5P ωB97M-V with the def2-TZVPD basis set
Cu -0.556 0.451 -0.012
Br -0.753 1.118 6.837
C -0.620 0.853 4.982
C -0.562 1.936 4.123
C -0.470 1.675 2.768
N -0.448 0.448 2.245
C -0.469 -0.587 3.091
C -0.559 -0.430 4.468
C -0.359 -1.944 2.494
C -1.151 -2.981 2.971
C -1.039 -4.216 2.356
Br -2.133 -5.643 2.908
C -0.138 -4.383 1.319
C 0.617 -3.283 0.936
N 0.514 -2.082 1.496
H -0.589 2.952 4.488
H -0.412 2.499 2.068
H -0.555 -1.290 5.121
H -1.860 -2.821 3.771
H -0.025 -5.334 0.820
H 1.332 -3.368 0.127
N 0.119 3.423 -0.609
P -1.401 2.636 -0.582
C -2.467 3.753 0.375
C -2.579 5.111 0.074
C -3.403 5.927 0.829
C -4.139 5.388 1.879
C -4.053 4.037 2.171
C -3.214 3.221 1.422
C -2.010 2.934 -2.271
C -1.144 3.164 -3.334
C -1.641 3.309 -4.622
C -3.003 3.213 -4.859
C -3.874 2.977 -3.802
C -3.381 2.841 -2.515
C 1.319 2.824 -0.251
C 2.507 3.565 -0.236
C 3.672 2.928 0.131
C 3.644 1.580 0.484
C 2.433 0.927 0.442
N 1.294 1.532 0.070
H 0.177 4.405 -0.836
H -2.038 5.529 -0.769
H -3.483 6.980 0.594
H -4.789 6.027 2.463
H -4.637 3.616 2.979
H -3.143 2.162 1.646
H -0.078 3.227 -3.159
H -0.958 3.495 -5.441
H -3.390 3.331 -5.863
H -4.939 2.911 -3.980
H -4.070 2.674 -1.695
H 2.498 4.613 -0.504
H 4.602 3.481 0.149
H 4.539 1.055 0.784
H 2.330 -0.120 0.705
C 3.886 -3.887 -1.410
As 3.006 -2.197 -1.881
C 2.744 -2.601 -3.782
C 4.646 -1.128 -2.029
H 4.745 -4.068 -2.057
H 3.180 -4.709 -1.524
H 4.219 -3.857 -0.373
H 3.656 -3.008 -4.217
H 2.453 -1.700 -4.320
H 1.939 -3.328 -3.885
H 5.279 -1.492 -2.839
H 5.196 -1.209 -1.090
H 4.408 -0.079 -2.195
C 2.453 1.216 -4.089
C 1.059 0.652 -4.060
C 0.299 0.558 -5.228
C -0.998 0.046 -5.213
C -1.817 -0.008 -6.473
C -1.546 -0.383 -4.018
C -0.819 -0.302 -2.805
C 0.500 0.216 -2.878
N -1.267 -0.631 -1.564
C -2.530 -1.353 -1.363
C -2.585 -1.758 0.115
C -3.870 -2.517 0.452
C -5.078 -1.631 0.144
C -5.042 -1.234 -1.334
C -5.087 -2.494 -2.206
C -3.897 -3.401 -1.876
C -3.938 -3.788 -0.397
C -2.592 -2.658 -2.180
C -3.755 -0.455 -1.626
H 2.552 1.982 -4.859
H 3.188 0.439 -4.308
H 2.717 1.658 -3.126
H 0.720 0.902 -6.166
H -1.249 0.349 -7.331
H -2.711 0.612 -6.377
H -2.145 -1.026 -6.687
H -2.563 -0.740 -4.030
H 1.076 0.254 -1.963
H -2.510 -0.856 0.737
H -1.716 -2.382 0.320
H -3.860 -2.781 1.514
H -5.059 -0.734 0.772
H -6.005 -2.165 0.370
H -5.899 -0.597 -1.566
H -5.066 -2.217 -3.265
H -6.024 -3.031 -2.035
H -3.940 -4.301 -2.494
H -3.097 -4.448 -0.158
H -4.855 -4.340 -0.173
H -2.519 -2.474 -3.251
H -1.728 -3.273 -1.905
H -3.682 0.415 -0.963
H -3.774 -0.069 -2.645
```

Values from the calculation:
gap between HOMO and LUMO (spin up / spin down) = 0.2854 / 0.2427 Ha
lowest unoccupied orbital energy (spin up / spin down) = -2.251 / -3.687 eV
2S+1 = 2
charge = +1
energy relative to the best compared isomer or geometry (same formula, charge and spin) = 3.9 kcal/mol

Atomic partial charges in e from the Mulliken method, atoms 1 to 5:
1. Cu 0.7393
2. Br -0.1301
3. C -0.4470
4. C -0.9297
5. C -0.7513



Formula: C6H4ClO2PS
Source: OMol25
Level of theory: ωB97M-V with the def2-TZVPD basis set

Structure (XYZ):
```
15
C6H4ClO2PS ωB97M-V with the def2-TZVPD basis set
O 1.687 -0.838 2.427
C 1.265 -0.680 1.306
C 2.131 -0.420 0.132
C 1.715 0.416 -0.805
C 0.401 1.067 -0.593
O 0.175 2.222 -0.857
C -0.615 0.180 0.039
P -2.337 0.244 -0.517
S -2.674 -1.193 -1.800
C -0.197 -0.666 0.975
Cl -1.255 -1.717 1.809
H 3.074 -0.927 0.070
H 2.292 0.637 -1.679
H -3.159 0.182 0.616
H -2.504 1.494 -1.123
```

Values from the calculation:
gap between HOMO and LUMO = 0.2678 Ha
lowest unoccupied orbital energy = -1.725 eV
charge = 0
energy relative to the best compared isomer or geometry (same formula, charge and spin) = 0.0 kcal/mol

Atomic partial charges in e from the Mulliken method, atoms 1 to 5:
1. O -0.4786
2. C 0.1996
3. C -0.3269
4. C -0.4190
5. C 0.2261



In order of appearance, total energy = -7393.4029; -26775.3092; -43834.8668; -312953.3818; -43026.6359 eV.